[1]
Here is a cluster of 12 separate species, C48H96O34 in total from the OMol25 dataset. Energies are from ωB97M-V/def2-TZVPD.

XYZ file:
```
178
Properties=species:S:1:pos:R:3:forces:R:3:lowdin_charge:R:1
C -8.2006 -0.0574 5.2956 0.5 0.7 1.1 -0.025
C -9.1784 0.4636 6.3601 -1.7 -1.2 -1.1 -0.205
O -8.6317 0.5150 7.6724 1.3 -0.2 -0.4 0.066
C -9.2430 1.0262 8.7077 0.3 0.6 2.8 -0.585
O -8.7209 1.0662 9.8280 -1.4 0.1 -2.4 0.096
O -10.4696 1.4854 8.3797 -0.6 0.6 -0.4 -0.033
C -11.3464 2.1710 9.3000 0.0 -0.5 0.7 -0.026
H -7.4011 0.6835 5.3042 0.2 -0.1 -0.6 0.063
H -8.6754 -0.1441 4.3183 -0.1 0.4 0.1 0.072
H -7.7364 -1.0240 5.4914 -0.3 0.0 0.5 0.081
H -10.0326 -0.2128 6.3901 -0.1 -0.2 0.2 0.113
H -9.6459 1.3976 6.0483 0.6 0.4 0.2 0.113
H -12.0101 2.9062 8.8450 0.7 0.1 -0.9 0.073
H -10.8150 2.6663 10.1127 0.2 -0.3 -0.1 0.099
H -12.0791 1.4607 9.6831 0.4 -0.3 0.3 0.085
C -21.3362 2.5616 2.2246 0.3 0.3 -0.7 -0.057
C -20.4024 2.0790 3.3084 -1.2 1.2 0.7 -0.235
O -19.1547 1.8617 2.7250 0.7 -0.6 -0.6 0.033
C -18.1355 1.6238 3.5318 1.1 -0.7 1.9 -0.521
O -18.0711 1.9021 4.7464 0.1 -0.9 -3.2 0.075
O -17.2218 0.9801 2.7603 -1.8 0.9 1.0 0.000
C -15.9967 0.5395 3.3021 1.2 0.4 -0.7 -0.023
H -22.2065 3.0909 2.6125 -0.1 -0.4 0.1 0.082
H -21.6105 1.7741 1.5227 -0.3 -0.2 0.3 0.081
H -20.8074 3.2746 1.5921 0.1 0.2 0.1 0.070
H -20.7974 1.1918 3.8034 0.3 -0.2 0.0 0.135
H -20.2664 2.8548 4.0619 -0.2 0.0 0.2 0.118
H -15.3513 0.7186 2.4422 0.6 -0.1 0.3 0.093
H -15.9711 -0.5330 3.4949 -0.4 0.2 0.4 0.095
H -15.6415 1.1626 4.1229 -0.2 -0.2 0.1 0.083
C -14.8806 -3.2609 -0.2660 -0.4 0.4 0.4 -0.044
C -15.1965 -2.0283 0.5735 1.3 0.0 -0.8 -0.219
O -15.3180 -2.4180 1.9454 -0.3 0.1 0.6 0.004
C -14.3365 -2.7662 2.8204 -1.4 -0.1 0.5 -0.599
O -14.6227 -3.1803 3.9191 0.2 0.2 -0.6 0.124
O -13.1398 -2.5678 2.3513 -0.4 0.6 -1.8 0.012
C -12.0056 -2.8167 3.1124 1.4 0.1 0.9 -0.039
H -15.7951 -3.8357 -0.1199 0.5 -0.8 -0.5 0.086
H -13.9650 -3.7362 0.0861 -0.3 -0.2 0.3 0.078
H -14.6873 -3.0295 -1.3135 -0.4 0.2 0.0 0.064
H -16.1505 -1.6021 0.2630 -0.2 -0.2 0.4 0.125
H -14.4542 -1.2609 0.3540 0.3 0.2 0.7 0.102
H -11.4748 -3.6737 2.6978 -0.1 -0.1 0.1 0.092
H -12.2224 -2.9452 4.1729 -0.2 -0.1 -0.1 0.098
H -11.3568 -1.9514 2.9764 0.0 -0.1 0.1 0.073
C -18.2188 5.5958 2.4295 -0.2 1.0 -1.4 -0.059
C -16.9238 4.8856 2.2027 1.3 0.3 1.3 -0.226
O -16.8766 4.2851 0.9109 -1.6 -0.5 -0.7 0.059
C -15.8573 3.5568 0.4859 1.6 -0.5 2.0 -0.589
O -14.7972 3.4552 1.0779 -0.5 0.2 -0.3 0.105
O -16.1561 2.8942 -0.6124 -1.2 1.2 0.0 0.027
C -15.2368 1.9839 -1.1419 0.7 -0.8 -0.8 -0.046
H -18.1447 6.4532 1.7605 -0.8 0.3 0.0 0.086
H -18.3628 5.9733 3.4418 0.4 -0.2 -0.1 0.064
H -19.0635 4.9663 2.1498 0.0 0.0 0.0 0.073
H -16.8651 4.2652 3.0969 0.7 -1.3 -0.6 0.110
H -16.0545 5.5419 2.2444 -0.2 0.2 0.3 0.129
H -15.4302 1.9748 -2.2146 -0.1 -0.2 0.1 0.089
H -15.4238 0.9922 -0.7300 0.0 0.0 0.0 0.090
H -14.1798 2.2209 -1.0210 -0.2 0.3 0.4 0.097
C -14.8448 -0.1679 -4.8295 0.2 0.5 -0.6 -0.055
C -14.6158 -1.2154 -3.7568 -0.9 -1.0 -2.1 -0.278
O -14.1329 -0.6394 -2.6119 2.8 1.2 2.6 -0.017
C -12.7447 -0.5604 -2.4431 0.3 -1.6 0.0 -0.489
O -11.8938 -0.9342 -3.2273 -1.6 0.8 0.4 0.126
O -12.4843 -0.1986 -1.1701 -1.4 0.1 -0.8 -0.013
C -11.1436 0.0319 -0.7815 1.2 0.5 0.2 -0.030
H -15.4449 -0.4770 -5.6854 0.1 -0.5 0.1 0.078
H -13.8885 0.1772 -5.2225 0.1 0.0 0.0 0.080
H -15.3619 0.7221 -4.4709 0.0 -0.1 0.5 0.069
H -13.9711 -2.0263 -4.0958 0.3 0.2 -0.2 0.126
H -15.5488 -1.7270 -3.5200 -0.2 0.3 0.4 0.123
H -10.9416 -0.3877 0.2040 -0.4 -0.3 -0.1 0.079
H -10.9576 1.1004 -0.6727 -0.3 0.2 -0.2 0.097
H -10.4124 -0.3464 -1.4959 -0.3 -0.2 -0.1 0.098
C -6.1299 3.1403 2.5869 -1.6 -0.1 0.1 -0.038
C -5.7463 3.0641 4.0628 2.5 0.3 -1.5 -0.245
O -6.8710 3.3322 4.8121 -1.7 0.2 1.7 0.002
C -6.8085 3.9234 6.0288 -0.3 1.0 -0.6 -0.585
O -5.8630 4.4320 6.5765 0.0 -0.9 -0.4 0.135
O -8.0811 4.0512 6.4541 0.5 -1.3 1.0 -0.025
C -8.2453 4.3609 7.8742 -0.1 1.5 -0.5 -0.001
H -5.4164 2.9983 1.7752 0.5 0.0 0.6 0.086
H -6.6333 4.0936 2.4260 0.2 0.3 -0.1 0.061
H -6.9397 2.4286 2.4263 0.0 -0.3 -0.1 0.059
H -4.9753 3.8144 4.2379 0.1 0.1 0.3 0.121
H -5.3154 2.0975 4.3239 -0.1 -0.1 0.1 0.126
H -8.2810 5.4503 7.8798 -0.4 0.1 0.3 0.092
H -7.4472 4.1466 8.5851 0.3 -0.8 -0.7 0.105
H -9.1865 3.9337 8.2201 0.1 0.0 -0.3 0.080
C -9.0104 10.9932 1.5047 -0.8 0.9 0.4 -0.066
C -8.2952 10.0305 2.4336 -0.2 1.3 0.0 -0.244
O -8.4484 8.7841 1.8300 0.9 -2.5 0.1 0.015
C -7.9811 7.6372 2.3993 -1.8 -2.4 -1.5 -0.522
O -8.1211 6.5532 1.8096 0.7 2.5 1.2 0.088
O -7.5639 7.7581 3.6451 0.4 0.2 0.8 0.011
C -7.1497 6.5489 4.3525 0.9 -0.1 -0.7 0.006
H -10.0741 10.7621 1.5613 -0.1 -0.2 -0.1 0.079
H -8.7793 11.0650 0.4419 0.6 -0.5 0.2 0.082
H -8.9566 12.0033 1.9107 0.2 0.1 0.0 0.076
H -8.8411 10.0835 3.3755 0.2 -0.2 0.2 0.126
H -7.2508 10.2686 2.6355 0.1 0.0 -0.2 0.129
H -7.9249 5.7850 4.4128 -0.2 0.4 0.0 0.094
H -6.7084 6.8199 5.3116 -0.7 0.4 0.0 0.103
H -6.2983 6.0980 3.8427 -0.1 0.0 -0.5 0.094
C -8.6416 -5.8166 -0.5232 0.5 -1.1 0.5 -0.072
C -9.1149 -4.6777 0.3151 -1.4 0.6 -0.4 -0.209
O -8.3864 -3.4780 -0.0497 -0.1 -1.0 -0.5 0.060
C -8.6486 -2.3589 0.5699 0.2 1.8 2.3 -0.566
O -9.4928 -2.1645 1.4424 1.0 -0.3 -1.6 0.088
O -7.6978 -1.4575 0.1951 -0.4 -0.2 -0.4 -0.007
C -7.5761 -0.1808 0.8416 0.2 0.2 1.0 -0.040
H -8.7231 -5.7309 -1.6068 0.3 0.7 0.1 0.087
H -9.2846 -6.6746 -0.3269 -0.1 -0.1 0.4 0.081
H -7.6476 -6.0983 -0.1760 0.2 -0.1 -0.6 0.082
H -9.1007 -4.8422 1.3925 0.7 0.0 0.0 0.130
H -10.1811 -4.5897 0.1062 -0.1 0.8 -0.1 0.121
H -8.4922 0.4027 0.9339 -0.1 -0.3 -0.2 0.076
H -6.7836 0.4206 0.3964 -0.3 -0.4 -1.0 0.091
H -7.1461 -0.2814 1.8382 -0.5 -0.5 0.4 0.087
C -10.7168 6.0304 -0.2008 0.6 0.6 0.2 -0.054
C -9.7142 6.9901 -0.8979 -0.7 -2.0 1.2 -0.211
O -10.2182 7.3220 -2.1647 -0.6 0.7 -2.3 0.019
C -9.7655 6.7574 -3.3104 2.1 -0.9 1.0 -0.548
O -8.8462 5.9472 -3.3434 -1.5 0.9 -0.3 0.100
O -10.3977 7.2918 -4.3522 -1.3 0.9 0.5 -0.002
C -10.2091 6.8888 -5.7036 0.9 -1.6 0.2 -0.037
H -10.2335 5.7362 0.7308 -0.1 0.0 0.1 0.040
H -10.9426 5.1222 -0.7597 0.1 0.1 -0.2 0.078
H -11.6343 6.5684 0.0380 -0.1 -0.1 -0.1 0.079
H -8.7638 6.4568 -0.9199 0.2 0.5 -0.4 0.118
H -9.6806 7.8859 -0.2778 0.3 0.1 -0.4 0.110
H -9.4262 7.4879 -6.1684 -0.1 -0.1 0.0 0.098
H -11.1122 6.8512 -6.3129 -0.4 0.9 0.6 0.091
H -9.9445 5.8314 -5.6909 0.7 0.0 -0.1 0.091
C -12.5670 5.7283 6.5697 1.2 0.0 0.8 -0.070
C -13.7191 6.1578 5.7485 0.2 1.3 -0.7 -0.248
O -14.7802 5.3679 6.1940 -2.3 -0.7 -0.4 0.016
C -16.0622 5.5505 5.7850 -0.9 1.3 -0.3 -0.471
O -16.5220 6.4163 5.0187 1.6 -2.6 2.0 0.101
O -16.7754 4.6248 6.4948 1.6 0.4 -0.4 -0.024
C -18.1256 4.4169 6.1872 -1.4 0.5 -0.7 -0.065
H -12.7899 5.8181 7.6329 -0.2 -0.1 0.1 0.085
H -11.7024 6.3767 6.4280 0.1 -0.1 -0.3 0.083
H -12.2696 4.6966 6.3816 0.0 0.0 -0.1 0.068
H -13.5162 6.0644 4.6817 -0.2 -0.4 -0.1 0.130
H -13.9357 7.2160 5.8948 -0.2 0.1 0.2 0.131
H -18.2703 4.5627 5.1168 -0.2 0.0 0.1 0.067
H -18.7615 5.1090 6.7393 0.1 0.3 0.0 0.101
H -18.4861 3.4168 6.4280 0.8 0.0 0.1 0.085
C -14.9900 2.3048 8.3327 0.0 -0.9 0.1 -0.044
C -14.4148 1.7286 7.0458 0.0 0.1 -0.7 -0.181
O -13.7854 0.4465 7.2876 0.9 -1.6 0.3 -0.022
C -13.1027 -0.3135 6.3642 -0.3 1.3 -0.9 -0.415
O -12.9308 0.0419 5.1756 -0.3 -1.9 4.1 0.091
O -12.6121 -1.4937 6.9656 0.0 1.8 -2.7 -0.031
C -12.9319 -1.8724 8.2783 -1.2 1.0 1.6 -0.073
H -15.6948 1.5747 8.7305 0.0 -0.1 0.1 0.084
H -15.5745 3.2045 8.1405 0.3 0.1 -0.2 0.068
H -14.2420 2.4785 9.1063 0.0 0.1 -0.1 0.058
H -13.6803 2.3870 6.5818 -0.1 0.0 -0.1 0.114
H -15.2544 1.5567 6.3723 0.2 0.1 -0.3 0.114
H -14.0134 -1.8286 8.4070 0.0 -0.3 0.0 0.097
H -12.5356 -1.1847 9.0254 0.2 0.4 -0.2 0.083
H -12.5617 -2.8425 8.6100 0.2 -0.2 -1.1 0.098
C -12.0749 2.5814 3.2102 0.4 -0.4 -0.7 -0.131
C -11.4170 3.6126 2.2680 0.3 0.1 1.2 -0.155
C -9.9687 3.3159 2.6548 -0.2 0.5 -0.7 -0.220
O -9.8812 1.9110 2.5472 0.0 -1.1 -0.4 -0.158
C -11.0621 1.3755 3.1837 -0.6 1.0 0.0 -0.168
H -13.0942 2.3688 2.8876 0.0 -0.3 0.4 0.092
H -11.9922 2.9204 4.2429 -0.7 0.5 -0.1 0.093
H -11.7242 4.6463 2.4266 0.0 0.0 0.5 0.103
H -11.6093 3.4922 1.2019 0.1 -0.7 0.0 0.102
H -9.7248 3.5634 3.6879 -0.2 0.5 0.3 0.117
H -9.2577 3.8410 2.0169 0.3 -0.5 -0.1 0.109
H -10.8345 1.0714 4.2054 0.1 0.0 0.0 0.073
H -11.4784 0.4906 2.7022 0.4 0.1 -0.5 0.105
```
Positions in Å, forces in eV/Å.

The charge is 0. Its HOMO energy is -9.41 eV. Its SMILES is CCOC(=O)OC.CCOC(=O)OC.CCOC(=O)OC.CCOC(=O)OC.CCOC(=O)OC.CCOC(=O)OC.CCOC(=O)OC.CCOC(=O)OC.CCOC(=O)OC.CCOC(=O)OC.CCOC(=O)OC.C1CCOC1. Its spin multiplicity is 1. The calculation puts the frontier orbital gap at 9.8 eV. For the LUMO energy, the calculation gives 0.346 eV.

=====

[2]
Here is a structure of composition C16H15N6RhS5SbSe from the OMol25 dataset. Energies are from ωB97M-V/def2-TZVPD.

XYZ file:
```
45
Properties=species:S:1:pos:R:3:forces:R:3:lowdin_charge:R:1
Rh -0.5829 -0.0052 -0.2376 -0.3 1.4 -0.9 0.558
S 4.7775 -0.2113 -0.0280 0.1 0.2 0.0 -0.134
Sb 3.5806 -2.1482 -0.4136 0.1 -0.1 0.0 0.216
S 1.3734 -1.0468 -1.2654 0.3 -0.1 -0.1 -0.188
S 2.0929 0.0534 -2.7246 -0.1 0.0 0.0 0.022
S 3.0442 -3.1061 1.5760 -0.2 -0.1 0.0 -0.265
Se 2.7285 1.0105 2.5900 0.0 -0.3 0.4 0.920
N 3.2199 2.5715 1.8316 -0.3 -0.1 -0.2 -0.268
C 2.3613 2.7681 0.8314 -0.2 0.1 -0.3 -0.424
C 2.3494 3.8353 -0.0894 -0.1 -0.1 0.0 -0.033
C 1.3601 3.8602 -1.0777 0.0 0.0 0.0 -0.104
C 0.4164 2.8511 -1.1718 0.0 -0.1 0.2 -0.168
N 0.3950 1.8128 -0.3139 0.4 0.0 0.0 -0.093
C 1.3209 1.7572 0.6708 -0.1 0.5 -0.4 -0.537
N 1.2848 0.7418 1.5021 0.3 -0.1 0.4 -0.279
H 3.1084 4.6065 -0.0290 -0.1 0.0 0.0 0.101
H 1.3263 4.6681 -1.7997 0.0 -0.1 0.1 0.091
H -0.3504 2.8581 -1.9345 0.0 0.0 0.0 0.103
N -6.6276 4.1598 1.0322 0.2 -0.2 0.0 0.123
C -5.6879 3.5175 0.8485 0.4 -0.2 -0.1 -0.193
C -4.4920 2.7165 0.6178 -0.5 0.2 0.0 -0.253
C -3.5916 2.4872 1.6539 0.1 0.0 0.1 -0.047
C -2.4652 1.7053 1.4283 0.1 0.2 0.1 -0.122
C -2.2011 1.1225 0.1860 0.0 -0.3 0.1 -0.298
C -3.1123 1.3858 -0.8451 -0.1 0.1 0.1 -0.119
C -4.2401 2.1681 -0.6407 0.0 0.0 -0.1 -0.049
H -3.7744 2.9299 2.6262 0.0 0.0 0.0 0.112
H -1.7498 1.5711 2.2340 0.0 0.0 0.0 0.090
H -2.9467 0.9637 -1.8309 0.0 0.0 0.0 0.092
H -4.9366 2.3555 -1.4498 0.0 0.0 0.0 0.111
S -1.9123 -2.0116 -0.3303 0.3 0.0 0.4 0.594
C -1.3805 -1.9096 1.3157 -0.6 -1.0 0.8 -0.828
N -2.1727 -1.3341 2.2446 0.0 0.1 0.0 0.019
C -1.8358 -1.1174 3.6562 -0.1 -0.1 -0.3 -0.169
C -0.3745 -1.4204 3.8789 0.2 0.1 0.0 -0.164
C -0.0248 -2.7218 3.1852 0.0 0.1 -0.2 -0.184
N -0.3304 -2.5976 1.7635 -0.2 0.1 0.0 0.016
H -2.9273 -0.7987 1.8506 -0.1 0.1 0.0 0.102
H -2.4595 -1.7601 4.2805 -0.1 -0.1 0.0 0.115
H -2.0610 -0.0838 3.9169 0.0 0.1 -0.1 0.110
H -0.1569 -1.4725 4.9465 0.0 0.0 0.0 0.121
H 0.2239 -0.6258 3.4360 0.1 0.1 0.0 0.076
H -0.5982 -3.5528 3.6098 0.0 0.0 0.0 0.125
H 1.0324 -2.9446 3.2682 0.1 0.0 0.0 0.036
H 0.2794 -3.0286 1.0864 0.2 0.0 0.0 0.066
```
Positions in Å, forces in eV/Å.

The charge is -1. Its HOMO energy (spin up / spin down) is -3.40 / -5.04 eV. As for the expectation value of S²: 6.053. Its spin multiplicity is 5. The calculation puts the frontier orbital gap (spin up / spin down) at 5.8 / 5.5 eV. For the LUMO energy (spin up / spin down), the calculation gives 2.363 / 0.459 eV.

=====

[3]
Here is a cluster of 2 separate species, C3H8NS in total from the OMol25 dataset. Energies are from ωB97M-V/def2-TZVPD.

XYZ file:
```
13
Properties=species:S:1:pos:R:3:forces:R:3:lowdin_charge:R:1
C 0.5175 2.1788 1.4994 -0.4 -0.3 0.4 -0.068
C -0.2114 1.2496 2.1459 0.1 0.2 -0.2 -0.355
N -0.5611 0.0185 1.6819 0.0 -0.1 0.1 0.014
H 0.8738 1.9888 0.4961 0.1 0.2 0.0 0.020
H 0.6979 3.1048 2.0265 0.2 0.1 -0.2 0.009
H -0.5697 1.4806 3.1471 0.0 -0.1 0.0 0.082
H -0.3770 -0.2616 0.7018 -0.1 0.1 0.1 -0.077
H -1.1523 -0.5596 2.2508 0.0 0.1 -0.2 0.061
C 0.2691 -2.1143 -2.1339 0.1 0.3 -0.1 -0.717
S -0.0910 -0.4155 -1.5540 0.0 0.0 -0.1 0.105
H -0.6157 -2.7486 -2.0528 0.1 -0.1 0.1 -0.026
H 0.5687 -2.1091 -3.1869 0.0 0.0 0.0 -0.026
H 1.0994 -2.5456 -1.5705 -0.1 -0.2 0.1 -0.023
```
Positions in Å, forces in eV/Å.

The charge is -1. Its HOMO energy is -2.47 eV. Its spin multiplicity is 1. The calculation puts the frontier orbital gap at 6.5 eV. For the LUMO energy, the calculation gives 4.065 eV.

=====

Going through the records in order, we get energy relative to the best compared isomer or geometry (same formula, charge and spin) values of 0.000, 0.592, 0.737 eV.
Going through the records in order, we get electronic energy values of -4444.6648, -5690.4881, -572.0512 Eh.